{
  "formula": "C42H61FN5O4P2S2Ti",
  "method": "wB97M-V/def2-TZVPD",
  "elements": ["Ti", "F", "C", "C", "C", "C", "O", "C", "C", "N", "C", "C", "C", "C", "C", "C", "N", "C", "C", "N", "C", "C", "C", "O", "O", "H", "H", "H", "H", "H", "H", "H", "H", "H", "H", "H", "H", "H", "H", "H", "H", "H", "H", "C", "P", "C", "N", "C", "C", "C", "C", "C", "C", "N", "C", "P", "C", "C", "C", "C", "C", "C", "C", "C", "C", "H", "H", "H", "H", "H", "H", "H", "H", "H", "H", "H", "H", "H", "H", "H", "H", "H", "H", "H", "H", "H", "H", "H", "H", "H", "H", "H", "H", "C", "H", "H", "H", "C", "C", "C", "C", "H", "H", "H", "H", "H", "H", "H", "H", "H", "C", "O", "C", "S", "S", "H", "H", "H"],
  "coordinates": [[1.00, -0.05, 1.10], [-2.30, 0.97, -4.68], [-1.57, -0.12, -4.31], [-0.95, -0.11, -3.09], [-0.23, -1.26, -2.67], [0.46, -1.28, -1.45], [0.42, -0.20, -0.69], [1.17, -2.47, -1.08], [1.16, -3.52, -1.92], [0.48, -3.53, -3.11], [0.51, -4.70, -3.93], [-0.77, -5.46, -4.14], [0.32, -6.04, -3.29], [-0.20, -2.39, -3.55], [-0.80, -2.34, -4.79], [-1.50, -1.18, -5.19], [-2.13, -1.16, -6.48], [-3.37, -1.87, -6.61], [-3.54, -2.33, -8.05], [-3.46, -1.10, -8.93], [-2.18, -0.32, -8.73], [-2.09, 0.04, -7.26], [1.91, -2.68, 0.21], [2.38, -3.76, 0.50], [2.00, -1.63, 1.00], [-1.02, 0.75, -2.44], [1.68, -4.43, -1.66], [1.19, -4.65, -4.78], [-0.96, -5.90, -5.11], [-1.65, -5.08, -3.62], [0.90, -6.86, -3.67], [0.16, -6.05, -2.22], [-0.72, -3.17, -5.47], [-4.25, -1.25, -6.33], [-3.37, -2.74, -5.96], [-4.49, -2.81, -8.25], [-2.71, -2.97, -8.36], [-4.25, -0.49, -8.69], [-3.58, -1.36, -9.91], [-2.23, 0.54, -9.39], [-1.37, -0.98, -9.03], [-2.90, 0.75, -7.02], [-1.16, 0.57, -7.09], [-0.16, 3.63, 2.52], [-0.66, 1.98, 1.88], [-1.32, 1.31, 3.47], [-2.56, 1.53, 3.80], [-3.01, 1.03, 4.99], [-4.36, 1.23, 5.37], [-4.80, 0.74, 6.56], [-3.93, 0.04, 7.42], [-2.62, -0.16, 7.07], [-2.15, 0.33, 5.84], [-0.84, 0.12, 5.49], [-0.43, 0.57, 4.35], [1.31, 0.19, 3.79], [2.28, 1.59, 4.42], [1.88, -1.26, 4.81], [3.25, -1.67, 4.26], [2.05, -0.89, 6.29], [0.93, -2.45, 4.64], [-2.10, 2.43, 0.78], [-2.93, 1.20, 0.42], [-3.01, 3.52, 1.35], [-1.45, 2.96, -0.50], [-0.88, 3.98, 3.26], [-0.12, 4.36, 1.71], [0.83, 3.58, 2.97], [-5.00, 1.77, 4.69], [-5.83, 0.89, 6.86], [-4.30, -0.34, 8.37], [-1.93, -0.70, 7.71], [1.96, 1.90, 5.42], [2.23, 2.43, 3.74], [3.34, 1.31, 4.44], [3.98, -0.86, 4.29], [3.19, -2.00, 3.22], [3.62, -2.49, 4.87], [2.89, -0.21, 6.42], [2.29, -1.81, 6.84], [1.16, -0.45, 6.73], [0.88, -2.76, 3.60], [-0.08, -2.24, 5.00], [1.33, -3.28, 5.22], [-3.45, 0.80, 1.29], [-3.68, 1.50, -0.32], [-2.32, 0.41, -0.01], [-3.46, 3.23, 2.30], [-3.82, 3.71, 0.63], [-2.48, 4.46, 1.49], [-0.70, 2.27, -0.90], [-0.96, 3.93, -0.35], [-2.22, 3.10, -1.26], [-0.85, -1.11, 1.72], [-1.83, -0.65, 1.87], [-0.66, -1.71, 2.61], [-0.95, -1.82, 0.88], [3.56, 2.20, -1.49], [2.27, 2.39, -0.68], [2.12, 3.87, -0.33], [2.32, 1.51, 0.57], [3.59, 2.87, -2.35], [3.64, 1.17, -1.84], [4.43, 2.39, -0.86], [1.44, 2.09, -1.31], [2.97, 4.21, 0.26], [1.22, 4.06, 0.25], [2.06, 4.48, -1.24], [2.75, 2.06, 1.42], [3.05, 0.70, 0.39], [6.92, 3.50, 1.10], [6.40, 2.18, 1.06], [5.78, 1.63, 2.14], [5.62, 2.53, 3.56], [5.21, 0.08, 1.84], [6.91, 3.86, 0.07], [7.94, 3.49, 1.48], [6.31, 4.15, 1.74]],
  "lowdin_charge": [0.79, 0.05, -0.22, 0.07, -0.06, -0.25, -0.19, -0.03, 0.03, 0.01, -0.28, -0.10, -0.08, -0.12, 0.03, -0.19, -0.11, -0.15, -0.09, 0.05, -0.08, -0.16, -0.52, 0.10, -0.15, 0.10, 0.14, 0.15, 0.10, 0.11, 0.11, 0.11, 0.10, 0.14, 0.14, 0.13, 0.14, 0.18, 0.18, 0.13, 0.14, 0.13, 0.15, -0.22, 1.04, -0.39, 0.14, -0.20, -0.02, -0.08, -0.08, -0.01, -0.20, 0.14, -0.36, 1.03, -0.25, -0.69, -0.12, -0.09, -0.09, -0.69, -0.10, -0.09, -0.10, 0.05, 0.03, 0.03, 0.11, 0.10, 0.10, 0.12, 0.06, 0.01, -0.01, 0.04, 0.06, 0.09, 0.08, 0.08, 0.06, 0.07, 0.07, 0.09, 0.07, 0.08, 0.06, 0.06, 0.08, 0.07, 0.05, 0.07, 0.09, -0.20, -0.03, -0.02, 0.01, -0.07, -0.49, -0.08, -0.25, 0.07, 0.08, 0.07, 0.10, 0.09, 0.03, 0.08, 0.05, 0.00, -0.15, -0.30, -1.37, 0.49, 0.55, 0.08, 0.08, 0.03],
  "spin_multiplicity": 2,
  "homo_lumo_gap_ha": [0.126, 0.126],
  "e_homo_ev": [-5.16, -5.16],
  "e_tot_ev": -126263.263,
  "lumo_ev": [-1.734, -1.738]
}

{
  "formula": "C42H62AsN4Si2Ta",
  "method": "wB97M-V/def2-TZVPD",
  "elements": ["Ta", "C", "C", "C", "C", "C", "C", "C", "N", "C", "C", "C", "C", "C", "C", "C", "C", "C", "C", "N", "C", "C", "C", "N", "C", "C", "C", "C", "C", "C", "C", "C", "C", "C", "C", "C", "C", "C", "N", "C", "C", "H", "H", "H", "H", "H", "H", "H", "H", "H", "H", "H", "H", "H", "H", "H", "H", "H", "H", "H", "H", "H", "H", "H", "H", "H", "H", "H", "H", "H", "H", "H", "H", "H", "H", "H", "H", "H", "H", "H", "H", "H", "H", "H", "H", "C", "Si", "C", "C", "As", "Si", "C", "C", "C", "H", "H", "H", "H", "H", "H", "H", "H", "H", "H", "H", "H", "H", "H", "H", "H", "H", "H"],
  "coordinates": [[0.01, -0.02, -0.15], [-2.08, 1.61, -5.98], [-0.60, 1.42, -5.62], [-0.42, 0.53, -4.43], [-0.16, -0.81, -4.40], [0.02, -1.75, -5.55], [-1.27, -2.50, -5.89], [-0.16, -1.20, -3.02], [-0.40, -0.12, -2.21], [-0.57, 0.96, -3.07], [-0.83, 2.25, -2.67], [-0.97, 2.68, -1.36], [-1.26, 4.02, -0.97], [-1.51, 5.16, -1.91], [-2.98, 5.23, -2.34], [-1.31, 4.04, 0.40], [-1.07, 2.71, 0.85], [-1.12, 2.30, 2.17], [-1.00, 1.00, 2.61], [-0.77, -0.10, 1.79], [-0.82, -1.20, 2.64], [-0.69, -2.51, 2.22], [-0.47, -2.92, 0.92], [-0.31, -2.07, -0.17], [-0.11, -2.91, -1.26], [0.00, -2.50, -2.57], [-0.12, -4.28, -0.84], [-0.35, -4.28, 0.51], [-0.50, -5.46, 1.41], [-1.97, -5.80, 1.67], [0.04, -5.45, -1.75], [-1.27, -5.82, -2.45], [-1.06, -0.78, 3.99], [-1.16, 0.58, 3.97], [-1.46, 1.50, 5.12], [-2.95, 1.84, 5.21], [-1.21, -1.72, 5.14], [-2.61, -2.32, 5.23], [-0.82, 1.87, -0.23], [-1.56, 5.22, 1.28], [-0.26, 5.80, 1.85], [-2.18, 2.27, -6.84], [-2.63, 2.05, -5.15], [-2.55, 0.66, -6.22], [-0.13, 2.39, -5.44], [-0.07, 0.98, -6.47], [0.82, -2.45, -5.33], [0.36, -1.18, -6.42], [-1.62, -3.09, -5.05], [-1.11, -3.17, -6.73], [-2.06, -1.80, -6.16], [-0.95, 2.99, -3.44], [-0.86, 5.07, -2.78], [-1.22, 6.09, -1.41], [-3.28, 4.32, -2.86], [-3.13, 6.08, -3.01], [-3.63, 5.36, -1.48], [-1.32, 3.05, 2.91], [-0.77, -3.28, 2.97], [0.16, -3.26, -3.31], [0.01, -5.27, 2.36], [0.00, -6.32, 0.97], [-2.50, -4.96, 2.13], [-2.05, -6.66, 2.35], [-2.49, -6.05, 0.75], [0.41, -6.30, -1.18], [0.82, -5.23, -2.50], [-2.03, -6.09, -1.73], [-1.12, -6.68, -3.11], [-1.65, -4.99, -3.05], [-0.87, 2.41, 5.02], [-1.13, 1.02, 6.04], [-3.31, 2.32, 4.30], [-3.13, 2.51, 6.05], [-3.55, 0.94, 5.36], [-0.99, -1.18, 6.07], [-0.46, -2.51, 5.08], [-3.37, -1.54, 5.35], [-2.69, -3.00, 6.08], [-2.86, -2.89, 4.33], [-2.23, 4.94, 2.10], [-2.08, 5.98, 0.71], [0.27, 5.07, 2.47], [-0.47, 6.68, 2.46], [0.41, 6.10, 1.04], [5.41, -1.38, -0.15], [3.86, -1.45, 0.86], [3.01, -3.10, 0.69], [4.09, -0.96, 2.64], [2.42, 0.21, -0.08], [3.20, 2.41, 0.53], [2.45, 3.62, -0.66], [5.05, 2.34, 0.36], [2.67, 2.73, 2.29], [6.19, -1.95, 0.36], [5.79, -0.37, -0.31], [5.25, -1.84, -1.13], [3.73, -3.88, 0.95], [2.67, -3.28, -0.33], [2.16, -3.19, 1.38], [4.76, -1.67, 3.12], [3.14, -0.98, 3.17], [4.53, 0.03, 2.75], [2.66, 3.34, -1.70], [2.87, 4.61, -0.48], [1.36, 3.69, -0.53], [5.35, 2.19, -0.68], [5.52, 1.58, 0.98], [5.45, 3.31, 0.67], [1.58, 2.74, 2.38], [3.05, 3.70, 2.62], [3.06, 1.97, 2.97]],
  "lowdin_charge": [1.57, -0.06, -0.17, -0.10, -0.10, -0.17, -0.06, -0.21, -0.07, -0.20, 0.08, -0.22, -0.13, -0.17, -0.06, -0.11, -0.22, 0.05, -0.21, -0.06, -0.20, 0.06, -0.22, -0.06, -0.21, 0.07, -0.12, -0.12, -0.17, -0.06, -0.17, -0.06, -0.11, -0.10, -0.17, -0.06, -0.17, -0.06, -0.06, -0.17, -0.06, 0.08, 0.07, 0.07, 0.12, 0.11, 0.12, 0.11, 0.07, 0.09, 0.07, 0.12, 0.11, 0.12, 0.07, 0.08, 0.08, 0.12, 0.12, 0.12, 0.12, 0.11, 0.07, 0.09, 0.07, 0.11, 0.12, 0.07, 0.09, 0.07, 0.12, 0.11, 0.07, 0.08, 0.07, 0.11, 0.12, 0.07, 0.09, 0.07, 0.12, 0.12, 0.06, 0.09, 0.08, -0.21, 0.27, -0.20, -0.21, 0.73, 0.27, -0.20, -0.21, -0.20, 0.05, 0.01, 0.04, 0.05, 0.03, 0.02, 0.05, 0.03, 0.02, 0.04, 0.05, 0.00, 0.04, 0.02, 0.05, 0.01, 0.05, 0.02],
  "homo_lumo_gap_ha": 0.204,
  "total_charge": 2,
  "e_homo_ev": -12.50,
  "e_tot_ev": -128659.822,
  "lumo_ev": -6.941
}